DFT (ωB97M-V with the def2-TZVPD basis set) results for 8 unconnected molecules or ions with the total composition C35H91N5O11.

Calculated values
E_tot   -67734.353 eV
Net charge   0
Multiplicity   1
F_max   3.04 eV/Å
Frontier orbital gap   8.9914 eV

```
142
Properties=species:S:1:pos:R:3:forces:R:3
C -8.376 1.323 -2.046 -0.6 0.9 -0.8
C -7.702 0.259 -1.262 -0.7 -0.7 -0.7
C -7.645 0.546 0.237 0.4 -0.7 -0.8
O -8.413 -0.963 -1.548 -0.2 -0.5 1.1
H -8.504 0.976 -3.071 0.9 0.3 -0.5
H -7.793 2.237 -1.928 -0.2 0.2 -0.6
H -9.434 1.532 -1.881 0.0 0.0 1.2
H -6.746 0.075 -1.753 0.6 0.5 0.6
H -6.828 -0.051 0.641 -0.3 -0.1 0.4
H -8.612 0.268 0.656 0.1 0.0 0.2
H -7.432 1.594 0.450 -0.1 0.0 -0.2
H -8.269 -1.168 -2.474 0.0 0.0 0.0
C 2.607 9.601 -3.372 -1.2 1.4 -1.2
C 3.497 9.711 -2.160 -1.9 -1.3 1.2
C 2.736 10.217 -0.905 0.8 1.3 -1.2
O 3.774 8.370 -1.791 2.0 -1.0 -0.2
H 1.678 9.053 -3.214 0.3 -0.7 0.5
H 3.061 9.258 -4.302 0.4 -0.4 0.4
H 2.140 10.531 -3.695 0.4 0.7 0.2
H 4.424 10.233 -2.398 0.0 -0.2 0.3
H 3.330 10.126 0.004 0.0 -0.5 -0.1
H 1.808 9.647 -0.865 -0.1 0.3 0.3
H 2.581 11.292 -1.005 -0.7 0.1 0.0
H 2.975 7.881 -1.582 -0.2 0.3 -0.1
C -0.102 1.414 -2.890 0.1 1.3 -0.5
C -0.574 1.918 -1.536 -0.7 -1.2 -0.2
C -0.395 0.837 -0.547 0.2 -2.1 0.9
O 0.215 2.979 -1.134 1.1 1.7 -0.5
H 0.987 1.434 -2.854 0.1 -0.5 -0.1
H -0.374 2.149 -3.647 0.0 0.1 -0.2
H -0.522 0.463 -3.219 0.1 0.0 0.4
H -1.619 2.225 -1.590 -0.3 0.0 -0.1
H 0.647 0.517 -0.532 0.4 0.6 0.4
H -0.808 -0.138 -0.806 -0.9 0.2 -0.3
H -0.754 1.073 0.454 0.2 0.1 0.1
H 0.217 3.116 -0.184 -0.3 -0.2 0.0
C -5.942 -2.163 7.669 -1.1 -0.5 0.5
O -5.533 -1.037 8.425 -0.5 -0.3 -0.5
C -4.234 -0.597 8.180 0.9 0.7 -0.5
C -3.917 0.637 9.038 1.2 -0.7 0.2
N -3.461 0.255 10.386 -0.8 -0.1 -0.5
C -3.427 1.307 11.399 0.3 -0.2 0.0
C -4.813 1.739 11.844 0.6 -0.2 0.6
O -4.729 2.621 12.964 -2.1 0.1 0.1
C -6.072 2.745 13.602 2.0 -0.2 -0.1
H -5.471 -3.107 7.943 0.5 0.1 0.5
H -5.908 -2.169 6.579 0.5 1.0 -0.2
H -7.002 -2.277 7.897 0.0 -0.1 0.1
H -4.069 -0.269 7.154 -0.6 0.1 -0.5
H -3.542 -1.437 8.242 0.4 0.0 0.8
H -4.773 1.309 8.973 -0.2 0.1 0.2
H -3.047 1.148 8.626 -0.2 0.1 -0.5
H -4.124 -0.457 10.659 0.0 -0.3 0.6
H -2.818 2.147 11.067 -0.1 0.1 -0.3
H -2.877 0.881 12.239 -0.1 0.1 0.3
H -5.287 0.809 12.157 -0.5 -0.1 0.1
H -5.363 2.150 10.998 -0.2 0.3 0.1
H -5.956 3.383 14.478 0.1 0.1 -0.2
H -6.355 1.762 13.978 -0.2 -0.1 -0.2
H -6.830 3.167 12.942 0.1 -0.1 -0.2
C 8.070 -3.650 -1.950 -1.3 -0.4 -0.3
O 7.618 -5.024 -1.993 1.1 0.3 0.5
C 8.724 -5.902 -2.227 -0.1 -0.3 -0.5
C 8.220 -7.348 -2.435 1.2 0.6 -0.5
N 9.325 -8.372 -2.646 -1.2 1.5 0.6
C 10.277 -8.253 -1.527 -0.2 -0.6 -1.4
C 11.149 -9.489 -1.390 -1.4 -0.9 -0.4
O 10.308 -10.658 -1.160 1.1 -0.3 0.6
C 11.129 -11.839 -0.992 -1.1 0.1 0.8
H 8.099 -3.292 -2.980 0.6 0.1 -0.1
H 8.989 -3.460 -1.397 0.2 -0.4 -0.1
H 7.294 -3.055 -1.470 -0.1 -0.2 0.1
H 9.423 -5.893 -1.391 -0.1 0.2 0.3
H 9.292 -5.556 -3.091 0.1 0.0 -0.3
H 7.628 -7.404 -3.348 -0.4 0.1 0.4
H 7.662 -7.525 -1.516 -0.4 -0.5 -0.1
H 8.777 -9.218 -2.579 0.5 -0.6 0.1
H 9.727 -7.967 -0.631 0.3 -0.3 0.6
H 10.916 -7.426 -1.836 0.3 0.1 0.4
H 11.871 -9.293 -0.597 0.2 -0.5 0.1
H 11.606 -9.790 -2.333 0.7 0.9 -0.1
H 11.772 -11.724 -0.119 0.4 0.2 -0.2
H 11.667 -12.204 -1.866 0.2 0.7 -0.3
H 10.489 -12.678 -0.718 -0.4 0.2 -0.1
C -2.924 7.502 -3.392 -0.5 -0.1 1.2
O -3.006 7.229 -1.983 0.2 -0.1 -0.1
C -3.529 8.297 -1.213 0.5 -0.3 0.7
C -3.628 7.902 0.289 1.0 -0.9 0.2
N -2.359 7.398 0.938 -0.7 1.0 -0.5
C -2.543 6.779 2.261 1.1 0.1 -1.5
C -1.193 6.487 2.879 1.4 0.8 0.5
O -0.411 5.516 2.201 0.9 -1.6 0.0
C 1.017 5.401 2.587 -1.4 0.6 -0.8
H -2.369 8.433 -3.507 0.2 -0.1 -0.5
H -3.927 7.607 -3.807 -0.2 0.3 0.0
H -2.495 6.630 -3.886 0.4 0.3 0.2
H -4.463 8.636 -1.661 -0.6 -0.3 0.4
H -2.924 9.203 -1.236 0.7 0.0 -0.3
H -4.374 7.130 0.473 -0.5 0.0 -0.4
H -3.906 8.797 0.846 -0.2 0.1 -0.1
H -1.743 6.893 0.318 -0.3 -0.3 0.0
H -3.069 5.824 2.266 -0.5 -0.2 -0.2
H -3.086 7.495 2.877 0.1 -0.1 0.2
H -1.367 6.252 3.929 0.2 -0.4 0.2
H -0.520 7.344 2.825 -0.5 0.8 0.4
H 1.542 4.878 1.787 -0.4 0.1 -0.2
H 1.249 4.832 3.487 -0.7 0.1 0.3
H 1.432 6.407 2.650 0.1 0.1 0.2
C 1.907 2.755 -10.087 -1.1 -0.9 1.0
C 3.131 1.880 -10.204 -1.1 0.3 -1.0
C 2.766 0.557 -10.987 2.3 0.6 1.2
O 2.099 -0.426 -10.228 -2.7 0.5 -1.3
C 2.818 -1.133 -9.270 1.7 1.0 -0.4
N 4.103 2.695 -10.905 1.2 -1.1 0.3
H 1.606 3.157 -11.054 0.2 0.1 -0.1
H 1.956 3.546 -9.338 0.3 0.1 -0.2
H 1.095 2.101 -9.771 -0.4 0.1 0.1
H 3.579 1.587 -9.254 -0.2 0.2 0.2
H 3.712 0.118 -11.301 0.6 -0.1 0.0
H 2.377 0.895 -11.948 -1.3 -0.6 0.2
H 2.274 -1.915 -8.740 -0.5 0.4 -0.3
H 3.232 -0.382 -8.597 0.1 -0.4 0.7
H 3.670 -1.581 -9.781 0.3 -0.4 0.1
H 4.811 2.004 -11.109 0.9 0.5 -0.5
H 3.801 3.105 -11.777 -0.4 -0.2 -0.1
C -2.317 -10.102 2.394 0.2 0.4 0.4
C -3.546 -9.386 1.852 1.3 0.3 -0.4
C -3.221 -8.875 0.427 -0.1 1.6 0.1
O -2.337 -7.705 0.372 -1.1 -1.8 1.1
C -2.027 -7.316 -0.933 0.2 0.1 0.4
N -4.694 -10.247 1.821 -0.4 -0.5 0.3
H -2.411 -10.434 3.428 -0.4 -0.4 -0.1
H -1.475 -9.413 2.466 0.0 0.2 -0.4
H -2.035 -10.903 1.710 0.0 -0.3 0.2
H -3.787 -8.565 2.528 0.1 0.4 -0.3
H -4.186 -8.587 0.011 -0.2 0.3 -0.3
H -2.849 -9.666 -0.225 0.3 -0.3 0.1
H -1.525 -6.360 -0.783 -0.1 0.1 -0.6
H -2.925 -7.233 -1.545 -0.1 0.3 -0.2
H -1.347 -8.025 -1.406 0.2 -0.1 -0.2
H -5.441 -9.881 1.248 0.0 -0.1 0.0
H -4.474 -11.197 1.561 0.0 0.0 -0.2
```
Forces are in eV/Å.

Here are the Löwdin charges for atoms 1 to 6, given in e: atom 1 (C): -0.086, atom 2 (C): -0.502, atom 3 (C): -0.038, atom 4 (O): -0.069, atom 5 (H): 0.076, atom 6 (H): 0.085